Entry 1:
Here is a structure of composition C3H4NO in a non-equilibrium geometry from the OMol25 dataset. Energies are from the ωB97M-V functional and the def2-TZVPD basis.

Geometry (Å):
C -0.78688 0.23430 0.02351
C 0.07730 -1.05218 0.01998
C 0.07169 1.31712 0.08047
N 1.12588 1.82764 -0.03111
O 1.29732 -0.93532 0.00611
H -1.47609 0.11861 0.84373
H -0.35614 -2.02303 -0.13164
H -1.56208 0.25264 -0.70439
H 1.60900 0.26024 -0.10667

Force components x, y, z for each atom (eV/Å):
-1.5 -2.8 1.1
0.1 2.1 -1.2
4.0 2.5 -0.7
-2.1 -1.2 0.4
0.9 2.0 -0.3
0.0 0.1 1.2
-0.3 -0.6 0.5
-0.2 0.0 -1.6
-0.9 -2.1 0.6

* lowest unoccupied orbital energy: -6.31 eV
* HOMO energy: -18.10 eV
* total charge: +1

***

Entry 2:
Here is the ion H11N4OSi4 with charge -1 in a non-equilibrium geometry from the OMol25 dataset. Energies are from the ωB97M-V functional and the def2-TZVPD basis.

Geometry (Å):
N -1.13520 1.44890 0.69536
N 1.59397 1.43152 -0.56176
N -1.41568 -1.02994 -0.83117
N 1.48106 -1.57978 -0.03719
O 0.52196 -1.32603 1.07773
Si 0.40082 2.12052 0.38572
Si -2.18615 0.08873 0.15879
Si 2.41599 -0.12122 -0.10107
Si -0.16411 -2.16407 -0.26721
H -1.51622 1.85197 1.46217
H 1.24434 1.19052 -1.56320
H -2.08437 -1.41473 -1.62319
H 0.05516 3.27661 -0.40173
H 1.06352 2.39857 1.68637
H -2.78253 -0.37823 1.51967
H -3.27555 0.61783 -0.48443
H 3.50743 -0.55864 -0.96975
H 3.04419 0.21944 1.21949
H -0.75356 -3.26557 0.42840
H -0.01508 -2.80640 -1.79300

Force components x, y, z for each atom (eV/Å):
0.3 -3.1 -3.2
0.8 -3.4 -2.9
-1.8 -1.1 -1.8
1.2 0.7 -0.5
-1.3 0.5 1.1
-0.6 0.5 0.6
2.2 0.6 3.1
-0.7 -0.3 0.6
0.9 0.5 -2.7
-1.5 1.5 3.1
0.6 0.9 2.0
2.2 1.0 2.1
0.0 1.3 -0.2
-0.1 0.2 0.0
0.4 0.0 -0.8
-2.1 0.9 -1.5
0.3 0.4 -0.6
-0.3 -0.1 -0.2
-0.3 -1.0 0.6
-0.1 0.1 1.2

* lowest unoccupied orbital energy: 3.44 eV
* HOMO energy: -4.07 eV
* total charge: -1

***

Entry 3:
Here is a structure of composition C19H15AsCl6MoN3O2 from the OMol25 dataset. Energies are from the ωB97M-V functional and the def2-TZVPD basis.

Geometry (Å):
Mo 0.84314 -0.61345 0.64428
C -2.08219 1.72845 -2.19718
As -1.30461 -0.00010 -2.03615
C -0.41681 -0.45422 -3.65725
C -2.60872 -1.28874 -1.49616
O -0.14736 0.20135 -0.79698
H -2.84046 1.72016 -2.97928
H -1.29477 2.43935 -2.44351
H -2.53010 1.98772 -1.23898
H -1.12684 -0.36011 -4.47917
H -0.04543 -1.47220 -3.58822
H 0.40694 0.24533 -3.79715
H -2.67767 -2.07874 -2.24147
H -3.57085 -0.79513 -1.36998
H -2.27336 -1.70889 -0.54739
Cl -1.33398 1.75375 1.52704
C -1.66361 0.20185 2.25038
C -0.84365 -0.88390 1.93208
C -1.22208 -2.10608 2.49453
Cl -0.34071 -3.55008 2.11077
C -2.30501 -2.23954 3.36370
Cl -2.70268 -3.76078 4.04499
C -3.07088 -1.11801 3.68100
Cl -4.39392 -1.25264 4.75629
C -2.75370 0.11399 3.11055
Cl -3.70828 1.49345 3.46922
Cl 2.99641 0.12334 -0.97122
C 2.66136 1.81195 -0.58192
C 2.96733 2.78175 -1.51394
C 2.66252 4.10143 -1.21194
C 2.06159 4.41201 0.00030
C 1.77311 3.41234 0.91700
C 2.07815 2.07985 0.65000
C 1.78364 0.98573 1.62866
H 3.43700 2.51303 -2.44944
H 2.89851 4.88086 -1.92217
H 1.82484 5.43971 0.23761
H 1.31336 3.66144 1.86488
H 1.21027 1.35464 2.47697
H 2.70589 0.52385 2.00533
O 2.07672 -2.02980 1.11215
N 2.61291 -3.19126 0.86090
C 2.10868 -3.84809 -0.13491
C 1.00598 -3.27451 -0.86081
N 0.15475 -2.65388 -1.33016
C 2.64297 -5.12794 -0.48861
N 3.03162 -6.15926 -0.80464

Force components x, y, z for each atom (eV/Å):
-0.2 0.2 0.1
0.0 0.0 0.0
-0.1 0.0 0.2
0.1 0.0 0.0
-0.1 0.0 0.0
0.3 -0.1 -0.3
0.0 0.0 0.0
0.0 0.0 0.0
0.0 0.0 0.0
0.0 0.0 0.0
0.0 0.0 0.0
0.0 0.0 0.0
0.0 0.0 0.0
0.0 0.0 0.0
0.0 0.0 -0.1
0.0 0.0 0.1
0.0 0.1 0.0
0.1 -0.1 -0.1
0.0 -0.1 0.1
0.0 0.0 0.0
0.0 0.0 0.0
0.0 0.0 0.0
0.0 0.0 0.0
0.0 0.0 0.0
0.0 0.0 0.0
0.0 0.0 0.0
0.0 0.0 0.0
0.0 0.0 0.0
0.0 0.0 0.0
0.0 0.0 0.0
0.0 0.0 0.0
0.0 0.0 0.0
0.0 -0.1 0.1
0.0 0.0 0.0
0.0 0.0 0.0
0.0 0.0 0.0
0.0 0.0 0.0
0.0 0.0 0.0
0.0 0.0 0.0
0.0 0.0 0.0
0.1 -0.1 -0.1
-0.1 0.2 0.1
-0.1 0.0 -0.1
0.0 0.2 -0.1
0.2 -0.3 0.1
-0.1 0.1 0.0
0.0 -0.1 0.0

* lowest unoccupied orbital energy (spin up / spin down): -3.93 / -4.20 eV
* HOMO energy (spin up / spin down): -11.45 / -11.78 eV
* multiplicity: 3
* total charge: +1